{"formula": "C26H58BBrN3O16P4S", "method": "the ωB97M-V functional and the def2-TZVPD basis", "total_charge": 1, "homo_lumo_gap_ev": 6.627, "homo_ev": -10.98, "species": ["C", "C", "O", "C", "C", "O", "N", "C", "N", "C", "C", "C", "C", "C", "C", "C", "C", "N", "P", "S", "B", "O", "O", "C", "C", "Br", "C", "C", "H", "H", "H", "H", "H", "H", "H", "H", "H", "H", "H", "H", "H", "H", "H", "H", "H", "H", "H", "H", "H", "H", "H", "H", "H", "H", "H", "H", "H", "H", "H", "C", "O", "P", "O", "O", "C", "O", "C", "H", "H", "H", "H", "H", "H", "H", "H", "H", "C", "O", "P", "O", "O", "C", "O", "C", "H", "H", "H", "H", "H", "H", "H", "H", "H", "C", "O", "P", "O", "O", "C", "O", "C", "H", "H", "H", "H", "H", "H", "H", "H", "H"], "xyz": [[-1.313, -3.598, 2.529], [-1.618, -2.554, 3.711], [-0.416, -1.829, 4.026], [-0.457, -0.497, 3.557], [-0.229, -0.388, 1.979], [-0.616, 0.969, 1.627], [0.275, 1.539, 0.757], [-0.077, 1.665, -0.517], [0.750, 2.296, -1.438], [1.448, 1.407, -2.400], [2.541, 2.119, -3.285], [3.537, 0.985, -3.755], [4.696, 0.737, -2.897], [5.637, -0.326, -3.246], [5.362, -1.103, -4.445], [4.221, -0.869, -5.335], [3.278, 0.207, -4.972], [-1.385, 1.188, -0.859], [-2.345, 2.332, -1.786], [-1.718, 2.724, -3.570], [-1.424, -0.195, -1.392], [-2.720, -0.783, -1.545], [-0.326, -0.982, -1.753], [-0.147, -2.148, -0.925], [1.547, 2.011, 1.331], [3.155, 1.226, 0.503], [1.595, 3.618, 1.466], [2.987, 4.252, 1.095], [-1.571, -4.635, 2.855], [-0.227, -3.525, 2.247], [-1.917, -3.295, 1.634], [-2.463, -1.915, 3.345], [-1.997, -3.144, 4.580], [-1.497, -0.076, 3.724], [0.241, 0.200, 4.091], [0.823, -0.656, 1.686], [-0.977, -1.090, 1.524], [1.335, 3.032, -1.042], [1.926, 0.505, -1.926], [0.680, 0.988, -3.112], [3.069, 2.971, -2.787], [2.081, 2.519, -4.235], [4.831, 1.355, -1.977], [6.492, -0.505, -2.553], [6.081, -1.920, -4.697], [4.042, -1.499, -6.231], [2.387, 0.400, -5.623], [-2.549, 3.466, -0.945], [-3.632, 1.714, -1.917], [-2.966, -0.610, -2.478], [0.177, -3.020, -1.555], [-1.053, -2.453, -0.343], [0.685, -1.992, -0.177], [1.568, 1.654, 2.398], [0.737, 4.052, 0.879], [1.383, 3.886, 2.540], [3.090, 4.305, -0.018], [3.859, 3.791, 1.615], [2.950, 5.325, 1.448], [-7.664, 1.096, 1.758], [-6.760, 0.186, 2.419], [-5.261, 0.829, 2.905], [-4.490, -0.422, 2.548], [-5.687, 0.776, 4.475], [-6.816, 1.532, 4.909], [-3.881, 1.734, 3.308], [-3.098, 2.154, 2.192], [-8.031, 0.623, 0.846], [-8.513, 1.301, 2.413], [-7.176, 2.036, 1.496], [-7.694, 0.886, 4.938], [-7.012, 2.381, 4.250], [-6.624, 1.904, 5.913], [-3.703, 2.761, 1.512], [-2.702, 1.292, 1.663], [-2.269, 2.757, 2.561], [10.009, -1.756, 2.160], [10.357, -1.550, 0.780], [9.965, -0.038, 0.091], [9.571, -0.625, -1.240], [11.532, 0.407, 0.061], [12.247, 0.487, 1.291], [9.510, 1.553, -0.309], [8.104, 1.777, -0.355], [9.491, -2.711, 2.252], [10.920, -1.793, 2.762], [9.359, -0.964, 2.538], [12.803, -0.438, 1.447], [11.578, 0.657, 2.138], [12.954, 1.313, 1.232], [7.654, 1.536, 0.611], [7.643, 1.173, -1.139], [7.929, 2.831, -0.572], [-7.941, -4.859, -3.240], [-8.783, -3.787, -2.783], [-8.113, -2.690, -1.659], [-9.387, -2.555, -0.867], [-8.036, -1.512, -2.790], [-7.243, -1.728, -3.950], [-7.180, -1.736, -0.606], [-6.839, -2.362, 0.637], [-8.492, -5.796, -3.157], [-7.683, -4.696, -4.289], [-7.025, -4.935, -2.651], [-7.878, -2.080, -4.764], [-6.449, -2.457, -3.768], [-6.789, -0.783, -4.247], [-6.285, -3.285, 0.453], [-7.737, -2.579, 1.218], [-6.208, -1.680, 1.203]]}


{"formula": "C15H8HgN3O5", "method": "the ωB97M-V functional and the def2-TZVPD basis", "total_charge": 1, "homo_lumo_gap_ev": 7.800, "homo_ev": -11.69, "species": ["O", "C", "Hg", "O", "C", "C", "O", "C", "O", "C", "O", "H", "N", "C", "C", "C", "C", "C", "C", "C", "N", "C", "C", "N", "C", "H", "H", "H", "H", "H", "H", "H"], "xyz": [[0.294, 3.904, -3.041], [0.399, 2.957, -2.390], [-0.139, -1.447, -0.073], [0.190, 2.131, 1.312], [-0.273, 1.183, 0.836], [-0.174, -2.835, -2.046], [-0.036, -3.825, -2.640], [2.278, 0.058, -0.311], [3.184, 0.703, -0.081], [-2.949, -0.222, -0.223], [-3.868, 0.408, -0.178], [-0.478, -1.268, -1.666], [-1.239, -0.269, 10.645], [-1.012, -0.506, 9.525], [-0.718, -0.819, 8.174], [-1.261, -0.052, 7.133], [-0.980, -0.353, 5.787], [-0.137, -1.433, 5.472], [0.433, -2.203, 6.516], [0.134, -1.884, 7.864], [0.165, -1.758, 4.140], [1.008, -2.795, 3.697], [0.963, -2.767, 2.378], [0.175, -1.712, 1.967], [-0.330, -1.151, 3.051], [-1.913, 0.789, 7.356], [-1.409, 0.249, 4.991], [1.101, -3.053, 6.291], [0.577, -2.476, 8.658], [1.506, -3.472, 4.374], [1.453, -3.414, 1.656], [-1.058, -0.338, 3.092]]}


{"formula": "C6H12O", "method": "the ωB97M-V functional and the def2-TZVPD basis", "homo_lumo_gap_ev": 10.691, "homo_ev": -9.66, "species": ["C", "O", "C", "C", "C", "C", "C", "H", "H", "H", "H", "H", "H", "H", "H", "H", "H", "H", "H"], "xyz": [[-0.387, -2.115, 1.545], [-0.926, -1.351, 0.491], [-0.655, 0.005, 0.686], [0.130, 0.542, -0.473], [0.964, -0.470, -1.206], [-0.541, 1.629, -1.226], [0.576, 1.937, -0.266], [-1.046, -1.913, 2.397], [0.638, -1.825, 1.875], [-0.408, -3.131, 1.145], [-1.623, 0.489, 0.815], [-0.062, 0.223, 1.587], [0.386, -1.403, -1.060], [2.003, -0.554, -0.845], [0.981, -0.217, -2.270], [-1.537, 1.887, -0.891], [-0.349, 1.689, -2.290], [0.325, 2.399, 0.690], [1.532, 2.180, -0.703]]}


{"formula": "C8H17BaO3P2", "method": "the ωB97M-V functional and the def2-TZVPD basis", "total_charge": -1, "homo_lumo_gap_ev": 3.176, "homo_ev": -1.26, "species": ["C", "C", "C", "C", "C", "Ba", "P", "H", "H", "H", "H", "H", "H", "H", "H", "C", "O", "P", "O", "C", "O", "C", "H", "H", "H", "H", "H", "H", "H", "H", "H"], "xyz": [[0.006, 0.664, -3.800], [-1.242, -0.008, -3.699], [-1.032, -1.222, -3.017], [0.354, -1.312, -2.690], [0.983, -0.144, -3.174], [-0.669, 0.551, -0.493], [-1.088, 3.316, -1.015], [0.161, 1.621, -4.257], [-2.183, 0.371, -4.065], [-1.810, -1.882, -2.670], [2.011, 0.112, -3.064], [0.788, -2.014, -2.015], [-2.130, 3.363, 0.120], [-1.656, 3.975, -2.255], [0.166, 4.051, -0.516], [0.319, -3.155, 0.925], [1.418, -2.229, 0.805], [0.996, -0.722, 1.408], [1.132, -0.887, 3.015], [0.001, -0.980, 3.917], [-0.122, 1.065, 1.800], [0.857, 1.986, 2.267], [0.781, -4.068, 0.561], [-0.549, -2.852, 0.305], [-0.025, -3.249, 1.970], [-0.842, -1.560, 3.489], [0.404, -1.506, 4.787], [-0.325, 0.037, 4.186], [0.318, 2.645, 2.938], [1.678, 1.485, 2.804], [1.300, 2.549, 1.435]]}


{"formula": "C4H8OS2", "method": "the ωB97M-V functional and the def2-TZVPD basis", "homo_lumo_gap_ev": 8.197, "homo_ev": -9.08, "species": ["C", "C", "C", "C", "H", "H", "H", "H", "H", "H", "H", "H", "O", "S", "S"], "xyz": [[-0.660, -0.480, -0.808], [-0.795, 1.054, -0.436], [-0.010, 0.516, 0.870], [0.555, -0.494, 0.008], [1.122, -1.809, -2.407], [-1.486, -1.063, -0.400], [-0.223, 1.756, -1.093], [-1.763, 1.401, -0.409], [-0.887, 0.120, 1.496], [1.505, 1.654, 2.455], [1.593, -0.202, -0.445], [0.233, -1.992, 1.623], [0.885, -1.652, 0.780], [-0.622, -0.867, -2.707], [0.552, 2.058, 1.473]]}